[1]
Density functional theory data (ωB97M-V/def2-TZVPD) for a structure of composition C35H56AsBCsN10O2 at a distorted geometry.

Atoms and positions in Å:
Cs -0.828 -0.452 -0.234
C -1.947 -0.953 -4.124
C -0.552 -1.494 -4.170
C 0.152 -2.034 -5.266
C 1.381 -2.401 -4.753
C 2.541 -3.012 -5.471
N 1.378 -2.077 -3.438
N 0.199 -1.536 -3.085
B 2.481 -2.333 -2.400
N 3.066 -0.987 -1.900
N 2.313 -0.150 -1.163
C 3.056 0.917 -0.913
C 2.533 2.064 -0.108
C 4.325 0.776 -1.508
C 4.287 -0.457 -2.134
C 5.362 -1.139 -2.917
N 1.911 -3.082 -1.171
N 0.601 -3.249 -0.935
C 0.490 -3.845 0.240
C -0.855 -4.213 0.782
C 1.766 -4.074 0.792
C 2.647 -3.565 -0.145
C 4.140 -3.542 -0.122
H -2.487 -1.223 -5.031
H -2.478 -1.356 -3.260
H -1.947 0.136 -4.031
H -0.178 -2.153 -6.287
H 2.274 -3.176 -6.514
H 3.414 -2.357 -5.442
H 2.828 -3.968 -5.030
H 3.365 -2.980 -2.895
H 1.732 1.724 0.551
H 3.336 2.504 0.486
H 2.126 2.841 -0.759
H 5.155 1.465 -1.483
H 6.247 -0.505 -2.945
H 5.633 -2.096 -2.467
H 5.041 -1.338 -3.941
H -1.571 -3.419 0.563
H -1.223 -5.130 0.318
H -0.807 -4.372 1.860
H 2.016 -4.546 1.730
H 4.505 -4.079 0.753
H 4.547 -4.013 -1.020
H 4.521 -2.517 -0.087
O -3.233 -0.436 0.285
C -4.011 -0.736 1.240
C -4.708 -1.990 1.282
C -5.579 -2.330 2.286
C -5.835 -1.451 3.342
C -5.186 -0.230 3.348
C -4.290 0.146 2.345
C -3.646 1.452 2.427
N -2.438 1.803 2.029
C -2.276 3.114 2.392
C -3.396 3.587 3.007
N -4.270 2.524 3.011
H -4.525 -2.669 0.456
H -6.077 -3.294 2.267
H -6.515 -1.719 4.141
H -5.362 0.438 4.187
H -1.343 3.622 2.205
H -3.654 4.545 3.423
H -5.210 2.533 3.356
C 2.602 -0.672 4.741
N 2.177 -0.948 3.385
C 3.152 -0.635 2.354
C 0.847 -0.956 3.017
O 0.474 -0.541 1.932
N -0.030 -1.460 3.966
C 0.270 -2.737 4.596
C -1.442 -1.296 3.642
H 3.093 0.306 4.785
H 3.319 -1.421 5.093
H 1.746 -0.656 5.410
H 4.027 -1.278 2.473
H 3.473 0.411 2.411
H 2.710 -0.805 1.374
H 1.341 -2.887 4.685
H -0.140 -3.564 4.003
H -0.182 -2.774 5.590
H -1.606 -0.318 3.195
H -2.025 -1.376 4.560
H -1.801 -2.054 2.936
C 0.935 5.653 0.035
C -0.563 5.419 -0.150
As -0.996 3.578 -0.776
C -0.447 3.796 -2.678
C -0.664 5.149 -3.346
C -2.925 3.929 -0.992
C -3.676 2.677 -1.449
H 1.137 6.673 0.372
H 1.479 5.495 -0.900
H 1.341 4.961 0.774
H -0.983 6.141 -0.852
H -1.078 5.557 0.803
H -0.988 3.020 -3.226
H 0.610 3.525 -2.733
H -1.692 5.500 -3.229
H -0.459 5.085 -4.417
H -0.003 5.912 -2.930
H -3.083 4.755 -1.690
H -3.291 4.251 -0.016
H -3.351 2.372 -2.447
H -4.753 2.860 -1.492
H -3.499 1.843 -0.766

**E**: -118268.433 eV
**Molecular weight**: 867.54 g/mol
**E_LUMO**: 2.075 eV
**Total charge**: -1
**Frontier orbital gap**: 6.23 eV

[2]
Density functional theory data (ωB97M-V/def2-TZVPD) for a cluster of 2 separate species, C3H7NO2 in total.

Atoms and positions in Å:
N 2.709 0.306 0.418
C 1.376 0.377 0.145
O 0.870 1.143 -0.653
O 0.702 -0.538 0.863
H 2.995 -0.209 1.235
H 3.266 1.093 0.130
H -0.237 -0.453 0.606
C -2.236 0.136 -0.032
C -1.681 -0.715 -0.893
H -1.965 1.189 -0.045
H -2.955 -0.186 0.718
H -1.904 -1.779 -0.882
H -0.940 -0.365 -1.609

**E**: -8809.716 eV
**Molecular weight**: 89.09 g/mol
**E_LUMO**: 0.930 eV
**SMILES string**: NC(=O)O.C=C
**Total charge**: 0
**Frontier orbital gap**: 11.21 eV

[3]
Density functional theory data (ωB97M-V/def2-TZVPD) for a structure of composition C17H30ClDyI2N2OP2 at a distorted geometry.

Atoms and positions in Å:
I -3.640 4.648 -2.747
I -2.832 3.349 -4.951
Dy 0.000 0.000 0.000
P 1.931 1.280 -0.055
C 1.883 2.855 -0.991
C 2.524 1.788 1.602
H 3.481 2.317 1.535
H 4.282 1.016 -0.692
H 2.635 0.887 2.212
H 3.507 -0.530 -0.218
H 1.106 3.501 -0.574
H 1.778 2.436 2.069
C 3.375 0.406 -0.766
H 2.849 3.370 -0.943
H 3.174 0.172 -1.815
H 1.632 2.649 -2.035
P -1.781 -1.467 0.222
C -3.357 -1.026 -0.602
C -1.430 -3.152 -0.404
H -1.393 -2.090 2.514
H -3.064 -2.522 2.024
H -2.635 -0.826 2.397
C -2.277 -1.762 1.960
H -0.522 -3.513 0.086
H -2.264 -3.832 -0.198
H -4.120 -1.791 -0.427
H -3.186 -0.920 -1.677
H -1.251 -3.106 -1.482
H -3.711 -0.065 -0.216
Cl 1.238 -1.538 1.339
C 0.358 -1.359 7.039
N 0.549 -0.830 5.674
N -0.376 -0.303 4.845
C 0.214 -0.097 3.569
O -0.395 0.240 2.459
C 1.565 -0.523 3.791
C 1.718 -0.944 5.053
C 2.992 -1.549 5.590
C -1.725 -0.341 5.334
C -2.120 0.552 6.340
C -3.278 0.311 7.091
C -4.046 -0.832 6.854
C -3.655 -1.740 5.871
C -2.494 -1.508 5.133
H -0.675 -1.283 7.416
H 1.032 -0.837 7.749
H 0.609 -2.444 7.045
H 2.452 -0.688 3.217
H 3.814 -0.805 5.531
H 2.905 -1.895 6.638
H 3.270 -2.426 4.964
H -1.487 1.392 6.594
H -3.553 0.983 7.893
H -4.919 -1.040 7.459
H -4.217 -2.654 5.721
H -2.162 -2.292 4.479

**E**: -94510.561 eV
**Molecular weight**: 792.15 g/mol
**E_LUMO (spin up / spin down)**: -8.184 / -6.643 eV
**Multiplicity**: 6
**Total charge**: +2
**⟨S²⟩**: 8.99
**Frontier orbital gap (spin up / spin down)**: 5.04 / 6.58 eV

[4]
Density functional theory data (ωB97M-V/def2-TZVPD) for a cluster of 10 separate species, C54H126N10O14 in total at a distorted geometry.

Atoms and positions in Å:
C 0.818 -5.722 -0.558
O -0.552 -5.400 -0.214
C -0.713 -5.362 1.206
C -2.179 -5.215 1.450
N -2.782 -3.990 0.892
C -4.245 -3.904 1.121
C -4.809 -2.554 0.686
O -4.569 -2.279 -0.704
C -5.607 -2.962 -1.507
H 1.545 -5.254 0.155
H 1.195 -5.352 -1.533
H 0.923 -6.775 -0.575
H -0.226 -4.484 1.550
H -0.344 -6.284 1.672
H -2.389 -5.163 2.556
H -2.678 -6.024 0.968
H -2.659 -4.055 -0.097
H -4.463 -4.004 2.166
H -4.779 -4.683 0.589
H -4.331 -1.750 1.255
H -5.858 -2.454 1.019
H -5.457 -2.649 -2.539
H -6.520 -2.578 -1.030
H -5.563 -4.058 -1.396
C 2.762 2.120 -2.709
O 2.392 3.175 -1.841
C 3.396 4.149 -1.744
C 3.158 4.957 -0.434
N 4.256 5.758 -0.029
C 5.423 5.037 0.414
C 6.482 5.972 0.917
O 6.781 6.924 -0.093
C 7.949 7.671 0.289
H 3.582 1.488 -2.316
H 3.085 2.491 -3.725
H 1.907 1.424 -2.773
H 3.305 4.823 -2.586
H 4.369 3.623 -1.688
H 2.937 4.253 0.400
H 2.232 5.539 -0.642
H 4.513 6.437 -0.678
H 5.887 4.387 -0.312
H 5.179 4.424 1.268
H 7.329 5.416 1.291
H 6.114 6.632 1.755
H 8.381 8.102 -0.570
H 8.758 6.972 0.667
H 7.729 8.397 1.090
C 4.252 -3.380 0.419
O 5.148 -3.782 1.413
C 4.913 -3.300 2.755
C 6.140 -3.506 3.544
N 6.261 -4.989 3.707
C 7.416 -5.495 4.430
C 7.829 -6.842 4.040
O 8.385 -6.713 2.742
C 8.902 -7.879 2.215
H 3.189 -3.348 0.776
H 4.283 -4.177 -0.286
H 4.477 -2.397 -0.072
H 4.095 -3.818 3.232
H 4.615 -2.239 2.713
H 5.981 -3.054 4.551
H 7.015 -3.143 2.982
H 6.304 -5.340 2.771
H 7.200 -5.496 5.487
H 8.324 -4.825 4.350
H 6.977 -7.582 4.037
H 8.586 -7.421 4.695
H 8.149 -8.602 1.924
H 9.439 -8.482 2.916
H 9.480 -7.632 1.345
C -4.082 -4.521 -8.851
O -4.424 -3.608 -7.872
C -5.444 -2.763 -8.300
C -6.402 -2.473 -7.143
N -5.889 -1.373 -6.358
C -4.630 -1.583 -5.633
C -4.336 -0.376 -4.741
O -5.108 -0.540 -3.540
C -4.939 0.488 -2.586
H -4.970 -5.092 -9.174
H -3.314 -5.209 -8.546
H -3.680 -3.959 -9.751
H -6.010 -3.172 -9.163
H -5.094 -1.763 -8.622
H -6.499 -3.429 -6.597
H -7.398 -2.231 -7.578
H -6.615 -1.000 -5.725
H -3.865 -1.772 -6.367
H -4.759 -2.432 -4.962
H -4.741 0.469 -5.270
H -3.332 -0.164 -4.530
H -5.027 1.481 -3.065
H -3.950 0.375 -2.099
H -5.646 0.240 -1.782
C -0.244 3.675 3.383
O -1.509 3.352 2.847
C -2.364 2.700 3.756
C -1.970 1.277 4.090
N -1.900 0.528 2.818
C -1.876 -0.982 2.978
C -0.778 -1.458 3.943
O 0.474 -1.041 3.537
C 1.474 -1.747 4.211
H 0.208 2.778 3.837
H -0.305 4.484 4.147
H 0.335 3.974 2.519
H -3.358 2.594 3.279
H -2.487 3.245 4.742
H -2.754 0.848 4.737
H -1.014 1.242 4.597
H -1.089 0.887 2.304
H -1.929 -1.431 1.997
H -2.834 -1.374 3.439
H -0.874 -2.561 4.013
H -1.059 -1.115 4.994
H 2.492 -1.462 3.938
H 1.484 -2.821 4.020
H 1.398 -1.608 5.306
C -4.574 8.689 0.010
O -3.886 7.889 0.903
C -2.802 7.210 0.272
C -3.261 6.048 -0.664
N -4.173 5.076 -0.089
C -3.489 3.973 0.663
C -2.858 2.988 -0.312
O -1.768 3.500 -1.091
C -0.587 3.589 -0.314
H -5.425 8.148 -0.392
H -4.016 9.102 -0.879
H -4.881 9.586 0.602
H -2.232 6.803 1.116
H -2.160 7.960 -0.195
H -2.390 5.476 -1.035
H -3.675 6.455 -1.594
H -4.829 5.536 0.559
H -4.224 3.342 1.097
H -2.921 4.355 1.503
H -3.619 2.798 -1.050
H -2.582 2.073 0.214
H 0.305 3.685 -0.952
H -0.477 2.680 0.323
H -0.624 4.472 0.352
C -0.541 0.253 7.998
O 0.599 0.540 7.211
C 1.288 1.811 7.341
C 2.468 1.738 6.341
N 2.050 1.580 5.010
C 2.982 1.935 4.032
C 2.405 1.767 2.668
O 3.276 1.028 1.888
C 2.725 0.541 0.668
H -1.107 -0.521 7.515
H -1.194 1.146 8.129
H -0.312 -0.013 9.020
H 1.541 1.863 8.416
H 0.541 2.577 7.254
H 3.120 0.904 6.617
H 3.015 2.694 6.378
H 1.735 0.611 4.856
H 3.943 1.358 4.041
H 3.306 2.965 4.142
H 2.200 2.712 2.140
H 1.420 1.266 2.787
H 1.945 -0.197 0.949
H 3.550 0.083 0.076
H 2.228 1.342 0.149
C 0.700 5.137 -5.318
C 0.295 4.485 -3.945
C -0.834 3.480 -4.110
C -0.403 2.315 -4.919
N 0.062 1.462 -5.502
H 1.314 6.025 -5.202
H -0.181 5.383 -5.889
H 1.287 4.405 -5.849
H -0.137 5.300 -3.326
H 1.077 3.906 -3.417
H -1.767 3.915 -4.559
H -1.173 2.975 -3.184
C -2.983 -5.397 -5.014
C -2.767 -4.305 -3.960
C -2.175 -4.849 -2.715
C -3.066 -5.784 -2.134
N -3.894 -6.499 -1.745
H -2.095 -5.657 -5.561
H -3.708 -5.049 -5.794
H -3.397 -6.332 -4.575
H -3.675 -3.854 -3.662
H -2.100 -3.516 -4.334
H -2.011 -4.124 -1.967
H -1.209 -5.361 -2.910
C -1.060 0.048 -2.094
C -1.471 -1.213 -1.354
C -0.310 -1.704 -0.440
C 0.867 -2.230 -1.199
N 1.781 -2.717 -1.676
H -0.691 0.800 -1.395
H -1.939 0.506 -2.528
H -0.267 -0.067 -2.829
H -1.761 -1.966 -2.079
H -2.292 -0.972 -0.671
H -0.600 -2.477 0.221
H 0.156 -0.838 0.016

**E**: -101595.208 eV
**Molecular weight**: 1139.66 g/mol
**E_LUMO**: 0.574 eV
**SMILES string**: COCCNCCOC.COCCNCCOC.COCCNCCOC.COCCNCCOC.COCCNCCOC.COCCNCCOC.COCCNCCOC.CCCC#N.CCCC#N.CCCC#N
**Total charge**: 0
**Frontier orbital gap**: 9.07 eV

Which value of total charge does entry 2 give?
0

total charge of number 2 (C3H7NO2)?
0

Which of these has the lowest E?
C35H56AsBCsN10O2

E of number 2 (C3H7NO2)?
-8809.716 eV